DFT (wB97M-V/def2-TZVPD) results for a cluster of 2 separate species, C4H13N2O in total at a distorted geometry.

Last column: Mulliken charge in e.
CARTESIAN COORDINATES (ANGSTROEM)
C: 0.78 -2.14 1.11  -1.037
C: -0.58 -1.70 1.70  -0.432
C: -0.96 -0.24 1.53  -0.787
N: -0.21 -0.37 -1.55  -0.429
C: -1.04 0.47 -0.85  -0.016
N: -1.59 0.26 0.30  -0.001
H: 0.77 -1.97 0.04  0.249
H: 0.94 -3.17 1.38  0.358
H: 1.52 -1.51 1.60  0.335
H: -1.34 -2.46 1.50  0.371
H: -0.52 -1.80 2.79  0.331
H: -1.56 0.06 2.39  0.419
H: -0.06 0.35 1.73  0.330
H: -0.43 -0.28 -2.54  0.290
H: 0.79 -0.22 -1.40  0.316
H: -1.51 1.30 -1.39  0.372
H: -2.45 0.77 0.46  0.329
H: 3.10 4.06 -3.42  0.333
H: 1.69 4.29 -2.78  0.309
O: 2.64 4.31 -2.61  -0.641

Multiplicity: 1
ΔE to the lowest compared entry with this formula, charge and spin: 2.6958 eV
Total charge: +1
Orbital gap: 8.94 eV